Density functional theory data (ωB97M-V with the def2-TZVPD basis set) for a 11-piece molecular cluster, C4H31NO10S overall at a distorted geometry.

Calculated values
Frontier orbital gap in eV: 9.20
SMILES: CSCCCN.O.O.O.O.O.O.O.O.O.O
LUMO level in eV: 0.103

Last column: Löwdin charge in e.
Positions of all 47 atoms, in Å:
C  0.769  -0.752  2.747  -0.3919
S  -0.084  0.877  2.730  0.8455
C  -1.247  0.414  1.477  -0.5862
C  -0.618  0.521  0.133  -0.3334
C  -1.481  0.413  -1.020  -0.3042
N  -1.301  -0.871  -1.687  0.0061
H  1.162  -0.939  1.693  0.0387
H  0.133  -1.421  3.369  0.0421
H  1.649  -0.647  3.498  0.0650
H  -2.095  1.084  1.777  0.0512
H  -1.627  -0.608  1.633  0.0726
H  0.224  -0.262  0.160  0.0951
H  0.052  1.472  -0.045  0.1195
H  -2.580  0.653  -0.729  0.1286
H  -1.085  1.215  -1.838  0.1505
H  -1.164  -1.628  -0.972  0.0881
H  -2.019  -1.169  -2.314  0.0757
O  1.437  3.247  -1.205  -0.0622
H  0.611  3.745  -0.856  0.0396
H  1.133  2.715  -1.868  -0.0601
O  -3.677  -0.537  2.293  -0.0015
H  -3.240  -0.438  1.491  -0.0342
H  -3.800  0.353  2.468  0.0045
O  -0.712  4.113  -0.084  0.0198
H  -1.416  3.801  0.344  -0.0566
H  -0.120  4.170  0.664  0.0808
O  -0.679  -3.033  1.177  -0.0466
H  0.262  -3.218  1.047  0.0100
H  -0.825  -3.323  2.059  0.0272
O  -2.953  2.710  0.600  -0.0621
H  -2.573  1.915  0.222  -0.0323
H  -3.500  3.107  -0.132  0.1080
O  3.266  -3.375  -1.911  -0.0306
H  2.913  -2.381  -1.934  0.0777
H  2.592  -3.817  -2.127  -0.1025
O  2.475  -3.774  0.756  -0.1026
H  3.151  -3.331  0.113  0.0739
H  2.311  -4.542  0.217  0.0165
O  0.957  1.247  -2.989  -0.0629
H  1.646  0.622  -2.656  0.0345
H  0.275  0.593  -3.092  0.0121
O  1.816  -1.035  -1.888  -0.1413
H  2.067  -0.322  -1.204  0.0289
H  0.836  -1.367  -1.753  0.0967
O  2.570  1.025  -0.369  -0.0795
H  2.309  1.970  -0.511  0.0272
H  2.179  0.807  0.516  0.0545